{
  "formula": "CH5N4",
  "method": "ωB97M-V/def2-TZVPD",
  "total_charge": 1,
  "lumo_ev": [-7.4, -7.2],
  "relative_energy_kj_mol": 264.62,
  "orbital_gap_ha": [0.30703, 0.29655],
  "elements": ["C", "N", "N", "N", "N", "H", "H", "H", "H", "H"],
  "coordinates": [[0.58, 0.00, -0.11], [0.44, 1.27, -0.03], [1.68, -0.69, -0.11], [-0.56, -0.74, -0.12], [-1.67, -0.04, -0.09], [1.42, 1.64, 0.00], [2.62, -0.38, 0.06], [-0.38, -1.75, 0.12], [-1.58, 0.92, -0.20], [-2.54, -0.23, 0.48]],
  "nbo_charge": [0.383, -0.514, -0.434, -0.240, -0.341, 0.382, 0.399, 0.478, 0.438, 0.447]
}



{
  "formula": "C27H33N2O3ReS2",
  "method": "ωB97M-V/def2-TZVPD",
  "multiplicity": 2,
  "total_charge": -1,
  "lumo_ev": [2.6, 2.6],
  "s_squared": 0.7615,
  "relative_energy_kj_mol": 88.82,
  "orbital_gap_ha": [0.21751, 0.20609],
  "elements": ["Re", "C", "C", "C", "C", "C", "C", "C", "S", "O", "O", "N", "C", "C", "C", "C", "C", "N", "H", "H", "H", "H", "H", "H", "H", "H", "H", "H", "H", "C", "C", "C", "C", "H", "H", "H", "H", "H", "H", "H", "H", "H", "O", "S", "C", "C", "C", "C", "H", "H", "H", "H", "H", "H", "H", "H", "C", "C", "C", "C", "C", "C", "C", "H", "H", "H", "H", "H"],
  "coordinates": [[0.08, 0.05, 0.42], [-5.58, 3.74, -4.42], [-4.61, 2.60, -4.24], [-3.98, 2.00, -5.32], [-3.12, 0.93, -5.14], [-2.89, 0.45, -3.86], [-3.50, 1.04, -2.76], [-4.36, 2.10, -2.96], [-1.84, -0.98, -3.61], [-2.74, -2.03, -3.16], [-1.19, -1.24, -4.88], [-0.87, -0.62, -2.40], [0.08, 0.33, -2.58], [0.35, 1.02, -3.78], [1.41, 1.90, -3.86], [2.22, 2.08, -2.75], [1.88, 1.44, -1.59], [0.81, 0.63, -1.45], [-5.62, 4.06, -5.46], [-5.28, 4.60, -3.81], [-6.58, 3.45, -4.11], [-4.16, 2.38, -6.32], [-2.63, 0.45, -5.98], [-3.28, 0.66, -1.77], [-4.84, 2.57, -2.10], [-0.27, 0.84, -4.64], [1.60, 2.43, -4.79], [3.10, 2.71, -2.79], [2.46, 1.59, -0.69], [-0.66, 2.14, 3.08], [0.57, 1.24, 2.88], [1.53, 1.43, 4.06], [1.19, 1.53, 1.50], [-1.21, 1.86, 3.98], [-1.31, 2.05, 2.21], [-0.35, 3.18, 3.17], [1.16, -0.79, 2.74], [1.79, 2.48, 4.18], [2.45, 0.87, 3.88], [1.08, 1.07, 4.99], [2.27, 1.37, 1.54], [1.01, 2.57, 1.17], [-2.29, -0.75, 0.41], [-2.50, -2.05, 1.13], [-3.79, -3.07, 0.27], [-3.11, -4.29, -0.34], [-1.84, -4.55, 0.46], [-1.17, -3.19, 0.61], [-4.28, -2.44, -0.48], [-4.50, -3.33, 1.05], [-2.84, -4.06, -1.36], [-3.78, -5.16, -0.33], [-1.19, -5.26, -0.05], [-2.07, -4.95, 1.45], [-0.81, -2.78, -0.34], [-0.40, -3.16, 1.37], [0.20, -0.26, 2.62], [-0.73, -0.90, 3.59], [-0.30, -1.98, 4.37], [-1.14, -2.65, 5.24], [-2.45, -2.23, 5.41], [-2.90, -1.14, 4.68], [-2.06, -0.49, 3.78], [0.73, -2.31, 4.27], [-0.77, -3.50, 5.81], [-3.12, -2.76, 6.08], [-3.92, -0.79, 4.81], [-2.46, 0.32, 3.19]],
  "nbo_charge": [0.754, -0.625, -0.021, -0.249, -0.132, -0.350, -0.174, -0.213, 2.319, -0.986, -0.992, -0.927, 0.411, -0.311, -0.152, -0.332, 0.067, -0.557, 0.207, 0.215, 0.214, 0.200, 0.229, 0.254, 0.205, 0.237, 0.203, 0.209, 0.210, -0.617, -0.061, -0.614, -0.734, 0.200, 0.216, 0.192, 0.191, 0.190, 0.194, 0.198, 0.194, 0.186, -0.961, 1.251, -0.592, -0.418, -0.412, -0.604, 0.258, 0.213, 0.242, 0.205, 0.221, 0.198, 0.260, 0.253, -0.603, -0.006, -0.243, -0.222, -0.267, -0.237, -0.179, 0.199, 0.196, 0.196, 0.196, 0.210]
}



{
  "formula": "C44H86N3O10",
  "method": "ωB97M-V/def2-TZVPD",
  "total_charge": 1,
  "lumo_ev": -4.2,
  "relative_energy_kj_mol": 0.00,
  "orbital_gap_ha": 0.25652,
  "elements": ["C", "C", "C", "C", "C", "C", "C", "C", "C", "C", "C", "C", "C", "C", "C", "C", "C", "C", "C", "C", "N", "C", "C", "N", "C", "C", "N", "H", "H", "H", "H", "H", "H", "H", "H", "H", "H", "H", "H", "H", "H", "H", "H", "H", "H", "H", "H", "H", "H", "H", "H", "H", "H", "H", "H", "H", "H", "H", "H", "H", "H", "H", "H", "H", "H", "H", "H", "H", "H", "H", "H", "H", "H", "O", "C", "O", "C", "C", "C", "H", "H", "H", "H", "H", "H", "H", "H", "O", "C", "O", "C", "C", "C", "H", "H", "H", "H", "H", "H", "H", "H", "O", "C", "O", "C", "C", "C", "H", "H", "H", "H", "H", "H", "H", "H", "O", "C", "O", "C", "C", "C", "H", "H", "H", "H", "H", "H", "H", "H", "O", "C", "O", "C", "C", "C", "H", "H", "H", "H", "H", "H", "H", "H"],
  "coordinates": [[-3.52, -0.38, 2.80], [-3.24, -0.24, 1.30], [-4.47, -0.46, 0.43], [-4.41, 0.08, -1.01], [-3.17, -0.25, -1.84], [-1.91, 0.58, -1.62], [-2.05, 2.10, -1.62], [-1.77, 2.77, -2.97], [-2.92, 2.67, -4.01], [-2.48, 2.32, -5.44], [-2.49, 0.82, -5.79], [-1.16, 0.13, -5.55], [-1.26, -1.41, -5.48], [-0.46, -1.95, -4.31], [0.04, -3.40, -4.43], [1.18, -3.60, -3.43], [2.58, -3.75, -4.06], [3.47, -2.51, -3.85], [3.49, -1.67, -5.12], [4.26, -0.35, -5.02], [3.45, 0.63, -4.25], [3.70, 0.86, -2.97], [2.86, 1.72, -2.27], [3.02, 1.95, -0.92], [1.84, 2.27, -2.98], [1.69, 2.00, -4.31], [2.49, 1.17, -4.96], [-4.50, 0.04, 3.02], [-2.75, 0.15, 3.34], [-3.44, -1.43, 3.09], [-2.46, -0.92, 0.97], [-2.84, 0.75, 1.09], [-5.28, 0.06, 0.93], [-4.76, -1.51, 0.41], [-5.25, -0.38, -1.53], [-4.64, 1.14, -0.97], [-2.91, -1.28, -1.59], [-3.44, -0.28, -2.89], [-1.23, 0.34, -2.44], [-1.40, 0.25, -0.73], [-1.29, 2.49, -0.94], [-3.00, 2.46, -1.23], [-0.82, 2.41, -3.36], [-1.63, 3.83, -2.74], [-3.65, 1.96, -3.64], [-3.37, 3.65, -4.04], [-1.50, 2.75, -5.64], [-3.17, 2.82, -6.11], [-3.29, 0.33, -5.25], [-2.72, 0.74, -6.84], [-0.41, 0.43, -6.28], [-0.77, 0.48, -4.59], [-0.88, -1.83, -6.41], [-2.30, -1.67, -5.39], [-1.07, -1.91, -3.41], [0.43, -1.33, -4.21], [-0.78, -4.04, -4.13], [0.33, -3.64, -5.45], [1.17, -2.74, -2.78], [0.94, -4.47, -2.82], [3.05, -4.60, -3.59], [2.48, -3.93, -5.13], [3.07, -1.97, -3.00], [4.50, -2.79, -3.61], [2.46, -1.40, -5.36], [3.85, -2.25, -5.96], [5.21, -0.50, -4.52], [4.40, 0.06, -6.01], [4.51, 0.36, -2.49], [2.52, 2.79, -0.65], [3.99, 1.98, -0.64], [1.14, 2.94, -2.52], [0.89, 2.44, -4.88], [-0.61, -5.82, -2.10], [-0.72, -5.70, -0.91], [0.18, -4.96, -0.26], [0.04, -4.58, 1.11], [0.57, -5.65, 2.05], [-1.81, -6.41, -0.13], [-1.00, -4.31, 1.33], [0.62, -3.67, 1.21], [0.01, -6.58, 1.96], [0.50, -5.30, 3.08], [1.61, -5.87, 1.82], [-1.46, -7.41, 0.10], [-2.69, -6.48, -0.77], [-2.10, -5.90, 0.78], [-6.16, 1.29, 3.71], [-5.99, 2.24, 4.43], [-5.52, 2.05, 5.67], [-5.11, 3.13, 6.53], [-6.27, 3.70, 7.30], [-6.38, 3.64, 3.99], [-4.57, 3.89, 5.96], [-4.39, 2.69, 7.23], [-7.02, 4.14, 6.64], [-5.93, 4.47, 8.00], [-6.77, 2.91, 7.88], [-7.44, 3.79, 4.20], [-6.22, 3.71, 2.92], [-5.80, 4.43, 4.47], [7.07, 5.77, 0.94], [7.26, 5.09, -0.02], [6.58, 5.36, -1.16], [6.85, 4.71, -2.40], [6.07, 3.42, -2.52], [8.17, 3.88, 0.03], [7.92, 4.57, -2.55], [6.53, 5.41, -3.17], [6.37, 2.71, -1.75], [6.23, 2.96, -3.50], [5.01, 3.62, -2.39], [7.60, 3.03, 0.41], [8.98, 4.09, 0.73], [8.62, 3.62, -0.92], [-3.41, 1.04, 9.26], [-2.97, 0.24, 8.47], [-1.90, -0.49, 8.83], [-1.42, -1.59, 8.06], [-0.47, -1.13, 6.97], [-3.55, 0.11, 7.08], [-2.24, -2.18, 7.67], [-0.89, -2.22, 8.77], [-0.96, -0.49, 6.25], [-0.06, -1.99, 6.44], [0.36, -0.57, 7.41], [-3.09, 0.86, 6.44], [-4.62, 0.31, 7.14], [-3.44, -0.87, 6.63], [0.97, -0.83, 3.32], [2.10, -0.84, 2.94], [2.98, -1.68, 3.51], [4.30, -1.90, 3.00], [5.29, -0.88, 3.52], [2.57, 0.12, 1.87], [4.29, -1.95, 1.91], [4.58, -2.90, 3.35], [5.03, 0.13, 3.20], [6.30, -1.11, 3.18], [5.29, -0.88, 4.61], [2.85, 1.06, 2.35], [1.75, 0.30, 1.19], [3.41, -0.24, 1.28]],
  "lowdin_charge": [-0.088, -0.264, -0.205, -0.197, -0.197, -0.197, -0.200, -0.205, -0.164, -0.192, -0.199, -0.215, -0.181, -0.213, -0.175, -0.192, -0.168, -0.199, -0.170, -0.080, -0.074, 0.055, -0.274, 0.166, 0.036, -0.053, 0.166, 0.041, 0.064, 0.071, 0.093, 0.098, 0.104, 0.113, 0.106, 0.098, 0.108, 0.087, 0.078, 0.087, 0.098, 0.105, 0.049, 0.106, 0.101, 0.105, 0.098, 0.104, 0.101, 0.113, 0.111, 0.063, 0.110, 0.110, 0.107, 0.084, 0.103, 0.106, 0.094, 0.073, 0.107, 0.103, 0.092, 0.111, 0.105, 0.127, 0.126, 0.129, 0.152, 0.123, 0.106, 0.128, 0.117, 0.103, -0.525, 0.000, -0.232, -0.055, 0.022, 0.115, 0.114, 0.071, 0.084, 0.083, 0.100, 0.094, 0.073, 0.086, -0.510, -0.022, -0.229, -0.052, 0.016, 0.116, 0.100, 0.069, 0.086, 0.089, 0.098, 0.089, 0.070, 0.129, -0.522, -0.004, -0.232, -0.076, 0.014, 0.118, 0.129, 0.066, 0.083, 0.067, 0.089, 0.096, 0.070, 0.103, -0.519, 0.003, -0.241, -0.064, 0.009, 0.114, 0.123, 0.065, 0.080, 0.084, 0.092, 0.084, 0.076, 0.108, -0.537, 0.003, -0.235, -0.060, -0.006, 0.109, 0.125, 0.066, 0.083, 0.088, 0.098, 0.076, 0.058]
}



Question: Number 1 is which compound?
Answer: CH5N4